No. 1
19
Properties=species:S:1:pos:R:3 method="wB97M-V/def2-TZVPD" smiles="COP(=O)(OC)N1CC1" orbital_gap_ev=10.8 molar_mass_g_mol=151.10
P 0.47249 -0.59601 0.15326
O 2.01935 -0.70123 0.16632
O -0.37312 -1.88473 -0.28821
O -0.13018 -0.26389 1.62083
N -0.12953 0.66519 -0.78037
C 0.40405 0.86116 -2.11814
C -1.79115 -1.86187 -0.46618
C 0.60897 0.47706 2.54860
C 0.82561 1.72095 -1.05216
H -2.15123 -2.72303 -0.86929
H 0.13904 0.15969 3.64379
H 1.71452 1.45653 -0.65130
H 0.28752 1.45392 2.39802
H -2.26084 -1.01406 -1.03325
H 0.32896 2.63673 -0.92576
H -2.20916 -1.71247 0.47889
H -0.26815 1.12006 -2.79154
H 0.94281 0.01446 -2.50200
H 1.57005 0.19155 2.46848

No. 2
17
Properties=species:S:1:pos:R:3 method="wB97M-V/def2-TZVPD" smiles=[O-]CNCCCS orbital_gap_ev=4.9 molar_mass_g_mol=120.20 total_charge=-1
S 2.30888 0.07365 2.16463
O -3.14594 1.44898 -1.83343
N -1.21452 0.27712 -0.88409
C -0.14814 -0.79807 -0.99036
C -2.43101 0.22274 -1.71080
C 1.09232 -0.28929 -0.38190
C 0.96035 -0.73931 1.17107
H -2.25270 -0.14398 -2.76695
H 1.24004 -1.80241 1.28417
H -0.41221 -1.57418 -0.35196
H 1.41095 0.76541 -0.39867
H -0.07929 -1.20039 -2.01163
H -0.04893 -0.46674 1.53951
H -3.14530 -0.49473 -1.19625
H 2.09104 -0.56969 3.26114
H -0.91525 1.27491 -0.84346
H 1.99763 -0.87462 -0.82189

No. 3
17
Properties=species:S:1:pos:R:3 method="wB97M-V/def2-TZVPD" smiles="[NH3+][C@H](C=O)CCS" orbital_gap_ev=8.6 molar_mass_g_mol=120.20 total_charge=+1
S 1.44437 -0.97214 -1.89888
O -2.02264 1.98956 1.21634
N 0.35471 1.20264 1.66305
C -0.27810 0.52992 0.52867
C -1.71619 0.87846 0.83469
C 0.10204 -1.60505 -0.88040
C 0.32084 -0.93060 0.49628
H 0.06412 1.03843 -0.36760
H -2.52614 0.18914 0.54737
H -0.21322 -1.48054 1.33128
H 0.23034 2.25678 1.85615
H 1.33184 -0.96818 0.72079
H 0.17135 -2.70038 -0.70819
H -0.14654 0.83016 2.46511
H -0.86731 -1.34519 -1.35738
H 1.34665 1.05724 1.71442
H 0.62552 -0.89454 -3.06745

Energy relative to the best compared isomer or geometry (same formula, charge and spin), record by record: 127.5; 368.6; 218.2 kJ/mol